# 1
{
  "formula": "Cl4Mg",
  "method": "the ωB97M-V functional and the def2-TZVPD basis",
  "orbital_gap_ev": 5.42,
  "e_above_lowest_kcal_mol": 146.73,
  "spin_multiplicity": 1,
  "total_energy_ha": -2040.94865,
  "total_charge": -2,
  "species": ["Cl", "Cl", "Cl", "Cl", "Mg"],
  "positions_angstrom": [[-2.925, -2.329, -0.879], [1.214, 1.293, -3.262], [2.522, -1.730, 1.953], [-0.970, 2.855, 2.306], [0.159, -0.089, -0.118]]
}

# 2
{
  "formula": "Cl4NOP",
  "method": "the ωB97M-V functional and the def2-TZVPD basis",
  "orbital_gap_ev": 9.69,
  "e_above_lowest_kcal_mol": 0.00,
  "spin_multiplicity": 1,
  "total_energy_ha": -2312.11227,
  "total_charge": 0,
  "species": ["Cl", "Cl", "Cl", "Cl", "P", "O", "N"],
  "positions_angstrom": [[-0.595, -1.404, 1.533], [-0.513, -1.503, -1.656], [-0.745, 1.724, 1.437], [0.213, 1.800, -1.124], [0.322, -0.718, -0.088], [1.866, -0.636, -0.071], [-0.548, 0.737, -0.031]]
}

# 3
{
  "formula": "Cl4NOP",
  "method": "the ωB97M-V functional and the def2-TZVPD basis",
  "orbital_gap_ev": [7.04, 6.98],
  "e_above_lowest_kcal_mol": 41.92,
  "spin_multiplicity": 3,
  "s2": 2.0094,
  "total_energy_ha": -2311.96700,
  "total_charge": 0,
  "species": ["Cl", "Cl", "Cl", "Cl", "P", "O", "N"],
  "positions_angstrom": [[-1.484, 1.737, -0.348], [1.799, -1.285, -0.047], [-1.631, -1.560, -0.429], [1.725, 1.439, -0.737], [-0.695, -0.015, 0.322], [-0.435, -0.233, 1.960], [0.722, -0.083, -0.720]]
}

# 4
{
  "formula": "Cl6HgO24",
  "method": "the ωB97M-V functional and the def2-TZVPD basis",
  "orbital_gap_ev": 6.51,
  "e_above_lowest_kcal_mol": 0.00,
  "spin_multiplicity": 1,
  "total_energy_ha": -4718.48809,
  "total_charge": -4,
  "species": ["Hg", "Cl", "Cl", "Cl", "Cl", "Cl", "Cl", "O", "O", "O", "O", "O", "O", "O", "O", "O", "O", "O", "O", "O", "O", "O", "O", "O", "O", "O", "O", "O", "O", "O", "O"],
  "positions_angstrom": [[-0.258, -0.093, 0.334], [3.018, -0.978, -1.237], [1.308, 0.397, 3.735], [-3.349, 1.840, -0.469], [-1.001, -1.319, -3.733], [-0.460, -3.672, 0.813], [0.594, 3.685, 0.839], [-0.727, 4.046, 1.318], [-0.491, -2.707, -3.856], [0.317, -0.402, 3.048], [-4.502, 1.149, -0.893], [0.677, 1.678, 4.064], [0.622, 2.260, 0.419], [4.211, -0.503, -0.777], [-2.255, 1.845, -1.343], [0.902, -3.383, 1.122], [-0.588, -0.552, -4.903], [2.336, 0.634, 2.787], [-2.379, -1.045, -3.932], [-1.225, -4.344, 1.831], [-2.695, 1.202, 0.598], [1.890, -0.047, 4.951], [2.931, -0.807, -2.654], [-1.167, -2.436, 0.773], [3.019, -2.427, -1.271], [-3.761, 3.110, 0.084], [1.987, -0.349, -0.531], [0.742, 4.611, -0.235], [1.565, 3.963, 1.853], [-0.609, -0.821, -2.438], [-0.652, -4.535, -0.297]]
}

# 5
{
  "formula": "Cl6V",
  "method": "the ωB97M-V functional and the def2-TZVPD basis",
  "orbital_gap_ev": [5.47, 6.09],
  "spin_multiplicity": 4,
  "s2": 3.7550,
  "total_energy_ha": -3705.00968,
  "total_charge": -4,
  "species": ["V", "Cl", "Cl", "Cl", "Cl", "Cl", "Cl"],
  "positions_angstrom": [[4.271, -19.944, 11.184], [2.652, -22.191, 11.464], [3.960, -19.585, 8.695], [6.344, -21.701, 10.891], [5.013, -20.052, 13.817], [5.003, -17.344, 11.182], [1.478, -18.905, 11.166]]
}

# 6
{
  "formula": "ClF2NS",
  "method": "the ωB97M-V functional and the def2-TZVPD basis",
  "orbital_gap_ev": [7.41, 7.74],
  "e_above_lowest_kcal_mol": 52.77,
  "spin_multiplicity": 1,
  "total_energy_ha": -1112.66925,
  "total_charge": 0,
  "species": ["Cl", "S", "F", "F", "N"],
  "positions_angstrom": [[0.396, 2.367, -1.398], [-0.665, -0.414, 0.076], [0.407, -1.482, 0.573], [-1.745, -1.111, 1.184], [1.145, 1.104, -0.831]]
}